[1]
One molecule with the formula C3H5Cl. Source: the OMol25 dataset; level of theory: ωB97M-V/def2-TZVPD.

Each line ends with the Mulliken charge.
Geometry (Å):
C -0.166 1.238 -0.880  -0.609
C -0.260 0.419 0.250  -0.140
C 0.306 -0.952 0.416  -0.394
Cl -0.529 -2.309 1.225  -0.205
H -0.030 1.026 -2.035  0.212
H -0.385 2.252 -0.680  0.246
H -0.974 0.843 0.937  0.339
H 1.016 -0.910 1.104  0.269
H 1.021 -1.605 -0.338  0.281

Values from the calculation:
- orbital gap (eV) = 10.51
- energy above the lowest of the compared OMol25 structures with the same formula, charge and spin (kcal/mol) = 45.6
- spin multiplicity = 1
- total charge = 0
- total energy (Eh) = -577.400456
- LUMO energy (eV) = 0.90



[2]
One molecule with the formula C4H7Cl. Source: the OMol25 dataset; level of theory: ωB97M-V/def2-TZVPD.

Each line ends with the Mulliken charge.
Geometry (Å):
C -0.978 -0.009 -1.171  -0.981
C 0.413 -0.217 -0.827  0.617
C 1.044 -1.224 -1.752  -1.012
C 0.607 0.125 0.488  -0.325
Cl -0.452 0.751 1.647  -0.197
H -1.494 0.444 -2.214  0.243
H -1.358 -1.180 -0.856  0.209
H -1.319 0.479 -0.246  0.305
H 1.893 -1.702 -1.231  0.352
H 0.334 -1.998 -1.886  0.300
H 1.322 -0.880 -2.781  0.261
H 1.789 0.027 0.794  0.228

Values from the calculation:
- orbital gap (eV) = 9.69
- energy above the lowest of the compared OMol25 structures with the same formula, charge and spin (kcal/mol) = 55.9
- spin multiplicity = 1
- total charge = 0
- total energy (Eh) = -616.688443
- LUMO energy (eV) = 0.91



[3]
A 2-piece molecular cluster, H4O2 overall. Source: the OMol25 dataset; level of theory: ωB97M-V/def2-TZVPD.

Each line ends with the Mulliken charge.
Geometry (Å):
O 0.835 0.422 -1.555  -0.634
H 0.576 -0.475 -1.819  0.325
H 1.179 0.255 -0.637  0.303
O -0.931 -0.301 1.039  -0.602
H -1.382 -0.293 1.887  0.302
H -0.276 0.392 1.085  0.306

Values from the calculation:
- orbital gap (eV) = 12.20
- energy above the lowest of the compared OMol25 structures with the same formula, charge and spin (kcal/mol) = 5.7
- spin multiplicity = 1
- total charge = 0
- total energy (Eh) = -152.865816
- LUMO energy (eV) = 0.72



[4]
A 16-piece molecular cluster, C44H93N3O19 overall. Source: the OMol25 dataset; level of theory: ωB97M-V/def2-TZVPD.

Each line ends with the Mulliken charge.
Geometry (Å):
C 0.783 -27.014 -6.441  -0.208
C 1.890 -26.799 -5.628  0.473
C 2.548 -27.862 -5.038  -0.317
C 2.080 -29.159 -5.272  -0.372
C 0.932 -29.375 -6.047  -0.587
C 0.337 -28.333 -6.645  -0.770
N 2.847 -30.241 -4.703  1.079
O 2.496 -31.344 -5.028  -0.645
O 3.786 -30.001 -3.986  -0.634
H 0.241 -26.228 -6.968  0.154
H 2.382 -25.808 -5.588  -0.073
H 3.518 -27.681 -4.563  0.881
H 0.658 -30.418 -6.184  0.499
H -0.509 -28.505 -7.242  0.669
C 4.825 -28.505 -8.390  -0.881
C 3.713 -29.179 -8.878  -0.752
C 2.712 -28.361 -9.458  -0.739
C 2.830 -26.955 -9.430  0.288
C 3.867 -26.290 -8.823  -0.187
C 4.837 -27.104 -8.315  -0.288
N 1.805 -26.205 -10.057  1.097
O 1.982 -24.987 -10.273  -0.437
O 0.852 -26.809 -10.534  -0.664
H 5.624 -29.063 -7.989  0.463
H 3.654 -30.230 -8.967  0.519
H 1.874 -28.741 -9.963  0.662
H 3.946 -25.178 -8.768  0.328
H 5.738 -26.757 -7.867  0.477
C -3.764 -27.206 -6.710  -0.820
C -3.287 -26.283 -7.679  -0.567
C -3.031 -26.657 -8.966  -0.250
C -3.120 -27.993 -9.231  -0.137
C -3.364 -28.946 -8.250  -0.577
C -3.788 -28.519 -6.983  -0.387
N -2.704 -28.321 -10.571  1.093
O -2.711 -29.493 -10.938  -0.653
O -2.413 -27.415 -11.320  -0.575
H -3.961 -26.871 -5.679  0.386
H -3.126 -25.194 -7.536  0.765
H -2.704 -25.912 -9.716  0.608
H -3.417 -29.992 -8.455  0.581
H -4.131 -29.252 -6.267  0.433
C 4.969 -15.740 -3.607  -0.943
C 3.557 -15.568 -4.184  -0.349
O 3.071 -16.761 -4.649  -0.390
H 5.458 -14.777 -3.304  0.354
H 5.446 -16.209 -4.427  0.206
H 5.170 -16.457 -2.754  0.223
H 3.584 -14.812 -4.897  0.373
H 2.907 -15.172 -3.384  0.272
H 2.444 -17.222 -4.075  0.185
C -6.787 -23.300 -10.389  -1.236
C -5.708 -23.246 -9.283  -0.414
O -4.705 -24.254 -9.356  -0.227
H -7.306 -24.241 -10.293  0.371
H -6.359 -23.103 -11.337  0.324
H -7.461 -22.453 -10.261  0.362
H -6.188 -23.311 -8.299  0.349
H -5.174 -22.287 -9.272  0.309
H -5.222 -25.051 -9.118  0.212
C -0.883 -24.532 -2.278  -1.294
C -0.624 -25.406 -3.525  0.784
O -1.734 -26.343 -3.756  -0.606
H -1.899 -24.243 -2.388  0.394
H -0.092 -23.720 -2.216  0.145
H -0.835 -25.123 -1.426  0.440
H 0.292 -25.982 -3.452  0.064
H -0.489 -24.762 -4.417  -0.183
H -1.402 -26.988 -4.396  0.272
C 0.254 -25.469 -13.671  -1.078
C 0.772 -24.096 -13.486  -0.101
O 0.398 -23.555 -12.170  -0.759
H -0.730 -25.665 -13.391  0.320
H 0.827 -26.115 -13.057  0.126
H 0.548 -25.858 -14.701  0.347
H 0.467 -23.287 -14.160  0.405
H 1.890 -24.100 -13.456  0.229
H 0.828 -23.979 -11.420  0.438
C 5.162 -18.510 -7.672  -1.449
C 3.933 -19.376 -7.503  0.560
O 3.307 -19.268 -6.204  0.195
H 5.744 -18.715 -8.581  0.302
H 5.913 -18.691 -6.914  0.271
H 4.853 -17.454 -7.661  0.385
H 4.163 -20.408 -7.605  -0.232
H 3.171 -19.185 -8.283  0.280
H 3.604 -18.408 -5.826  -0.053
C 2.821 -22.844 -3.097  -1.827
C 2.396 -22.954 -4.504  3.120
O 3.502 -23.422 -5.315  0.837
H 3.262 -23.761 -2.883  0.404
H 1.935 -22.629 -2.503  0.399
H 3.411 -21.967 -2.872  0.110
H 2.139 -21.962 -4.815  -1.477
H 1.506 -23.582 -4.519  -0.671
H 3.345 -23.456 -6.304  -0.229
C 1.575 -19.616 -13.967  -1.219
C 2.252 -20.946 -13.465  -0.138
O 1.871 -21.251 -12.088  -0.532
H 0.455 -19.605 -13.805  0.254
H 1.784 -19.309 -15.009  0.363
H 1.984 -18.844 -13.365  0.336
H 3.317 -20.995 -13.503  0.326
H 1.984 -21.826 -14.048  0.150
H 1.257 -22.028 -12.119  0.483
C -0.179 -18.477 -5.579  -1.248
C 0.527 -19.382 -4.531  0.454
O 1.106 -18.579 -3.526  -0.616
H 0.520 -17.774 -6.053  0.344
H -0.913 -17.868 -5.002  0.359
H -0.632 -19.138 -6.295  0.292
H 1.327 -19.998 -4.953  -0.621
H -0.207 -20.062 -4.061  0.394
H 1.197 -19.113 -2.739  0.279
C -3.622 -20.756 -5.346  -0.878
C -3.320 -21.697 -6.489  -0.045
O -2.378 -22.634 -5.971  -0.191
H -4.439 -20.048 -5.583  0.387
H -2.649 -20.253 -5.124  0.021
H -3.845 -21.349 -4.431  0.247
H -2.981 -21.225 -7.385  0.385
H -4.198 -22.245 -6.721  0.076
H -1.515 -22.204 -5.844  0.080
C 5.214 -20.148 -3.830  -0.050
C 6.213 -20.620 -4.857  -0.071
O 5.863 -21.929 -5.445  -0.603
H 5.307 -19.035 -3.751  -0.007
H 5.220 -20.604 -2.835  0.441
H 4.222 -20.237 -4.263  -0.374
H 7.228 -20.634 -4.454  0.385
H 6.376 -19.975 -5.698  -0.092
H 4.983 -22.216 -5.181  0.065
C 5.877 -22.459 -9.842  -1.095
C 4.551 -22.566 -10.615  0.288
O 3.652 -21.599 -10.059  -0.431
H 6.557 -23.230 -10.193  0.389
H 5.659 -22.546 -8.800  0.111
H 6.304 -21.418 -9.990  0.291
H 4.089 -23.565 -10.644  -0.125
H 4.793 -22.314 -11.694  0.314
H 3.008 -21.393 -10.773  0.318
C 0.852 -21.869 -7.594  -1.020
C 1.349 -23.270 -7.947  0.540
O 2.806 -23.215 -8.052  0.774
H 1.350 -21.437 -6.751  0.056
H -0.234 -21.823 -7.530  0.127
H 1.036 -21.315 -8.484  0.352
H 0.902 -23.627 -8.893  0.333
H 1.098 -23.990 -7.176  -0.738
H 3.014 -22.535 -8.784  -0.621
C 7.073 -25.508 -4.864  -0.809
C 6.214 -26.060 -3.747  -0.262
O 4.946 -26.255 -4.328  -0.302
H 6.964 -26.181 -5.735  0.089
H 8.149 -25.379 -4.640  0.395
H 6.719 -24.521 -5.111  0.184
H 6.153 -25.343 -2.968  0.257
H 6.520 -27.027 -3.384  0.386
H 4.867 -25.379 -4.782  -0.023

Values from the calculation:
- orbital gap (eV) = 8.47
- spin multiplicity = 1
- total charge = 0
- total energy (Eh) = -3325.674928
- LUMO energy (eV) = -1.11



[5]
A 13-piece molecular cluster, H26O13 overall. Source: the OMol25 dataset; level of theory: ωB97M-V/def2-TZVPD.

Each line ends with the Mulliken charge.
Geometry (Å):
H 0.044 -0.495 -0.548  0.242
H 0.753 0.831 -0.428  0.250
H -1.424 0.239 -2.465  0.315
H -0.169 1.108 -2.611  0.324
H -1.265 -4.039 2.290  0.232
H -0.692 -3.195 1.146  0.319
H -1.009 -0.145 2.216  0.414
H -0.651 -1.408 1.538  0.160
H 3.027 0.728 4.180  0.360
H 2.434 0.126 3.002  0.258
H -2.767 -2.575 -2.982  0.334
H -1.629 -3.550 -3.514  0.359
H 4.845 1.735 2.579  0.369
H 3.385 2.266 2.412  0.279
H -2.406 3.642 0.331  0.343
H -3.228 2.542 -0.357  0.258
H 2.155 -3.835 1.457  0.300
H 2.718 -5.175 1.804  0.306
H -3.039 1.075 2.140  0.313
H -1.838 1.617 1.386  0.386
H -0.522 -1.736 -2.696  0.380
H -0.830 -1.101 -4.002  0.315
H -0.685 3.807 0.984  0.334
H -1.010 4.230 -0.549  0.301
H 0.572 3.688 -5.288  0.287
H -0.153 3.486 -4.039  0.302
O 0.451 0.136 -1.119  -0.492
O -0.545 0.186 -2.640  -0.730
O -0.554 -3.562 2.047  -0.532
O -0.471 -0.927 2.305  -0.553
O 2.928 -0.176 3.759  -0.614
O -2.361 -3.432 -2.825  -0.655
O 4.232 2.532 2.844  -0.657
O -2.299 2.723 0.006  -0.616
O 1.885 -4.748 1.405  -0.597
O -2.114 1.316 2.304  -0.710
O -1.184 -1.791 -3.441  -0.667
O -0.279 3.901 0.084  -0.638
O 0.734 3.357 -4.478  -0.581

Values from the calculation:
- orbital gap (eV) = 8.16
- energy above the lowest of the compared OMol25 structures with the same formula, charge and spin (kcal/mol) = 217.1
- spin multiplicity = 1
- total charge = 0
- total energy (Eh) = -993.427241
- LUMO energy (eV) = -0.85



[6]
One molecule with the formula C4H7N3. Source: the OMol25 dataset; level of theory: ωB97M-V/def2-TZVPD.

Each line ends with the Mulliken charge.
Geometry (Å):
C 2.216 0.188 0.317  -0.790
N 1.176 0.563 -0.600  -0.182
C -0.142 0.190 -0.421  0.590
C -0.672 -0.780 0.489  -0.265
C -2.029 -0.634 0.389  -0.759
N -2.254 0.355 -0.506  0.260
N -1.113 0.848 -1.043  -0.874
H 1.766 -0.204 1.230  0.253
H 2.899 -0.575 -0.076  0.264
H 2.825 1.048 0.622  0.287
H 1.413 1.073 -1.437  0.238
H -0.135 -1.526 1.051  0.340
H -2.831 -1.055 0.980  0.397
H -3.121 0.509 -0.994  0.241

Values from the calculation:
- orbital gap (eV) = 8.86
- energy above the lowest of the compared OMol25 structures with the same formula, charge and spin (kcal/mol) = 14.7
- spin multiplicity = 1
- total charge = 0
- total energy (Eh) = -320.859847
- LUMO energy (eV) = 1.13